Computed, not measured: 40 unconnected molecules or ions with the total composition H80O40 in a non-equilibrium geometry, with the ωB97M-V functional and the def2-TZVPD basis.

The geometry in XYZ format:
```
120
H80O40, DFT the ωB97M-V functional and the def2-TZVPD basis
H -0.842 -0.664 3.206
H -1.160 -1.797 2.148
O -0.415 -1.210 2.538
H -1.981 0.287 5.376
H -1.485 -1.135 5.159
O -1.777 -0.536 5.852
H -4.084 1.489 -0.167
H -3.953 0.914 -1.553
O -3.440 1.277 -0.829
H 4.855 4.191 2.550
H 3.480 3.921 3.163
O 4.414 3.867 3.332
H -3.720 2.182 -3.667
H -3.542 1.810 -5.071
O -3.941 2.505 -4.549
H -0.248 0.416 0.775
O -0.494 0.459 -0.141
H -3.783 -1.477 -3.582
O -4.317 -1.167 -4.296
H 3.235 0.468 -4.476
H 3.434 -0.856 -3.662
O 3.034 0.021 -3.642
H 0.251 2.766 2.332
H -0.276 3.454 1.290
O 0.490 2.855 1.393
H 1.005 5.037 1.258
H 2.437 5.224 1.145
O 1.660 5.740 1.321
H 1.205 -2.612 -0.041
H 0.071 -1.742 0.612
O 0.234 -2.451 -0.021
H 2.502 -1.901 -1.571
O 2.835 -2.558 -0.961
H 3.589 0.265 1.855
H 2.987 -1.001 2.044
O 3.635 -0.616 1.435
H -1.267 -4.355 -0.537
H -0.480 -3.928 0.720
O -1.197 -4.525 0.408
H 2.293 -0.736 5.689
H 1.663 -1.998 5.540
O 2.117 -1.511 6.241
H 3.647 3.292 -1.474
H 4.987 2.324 -1.424
O 4.588 3.212 -1.597
H 1.206 -1.522 -3.435
H 0.547 -1.633 -2.085
O 0.347 -1.709 -3.040
H 2.219 -5.807 1.395
H 2.431 -6.521 -0.008
O 2.808 -6.024 0.691
H -1.059 -0.296 -4.566
O -1.264 -0.379 -5.515
H -1.889 -1.585 0.247
H -2.277 -2.987 0.749
O -2.234 -2.035 1.019
H -2.730 5.676 0.333
O -2.140 6.142 0.914
H 0.611 0.520 -2.564
H -0.867 0.693 -1.920
O -0.318 0.778 -2.706
H 6.127 -2.227 2.988
H 5.910 -3.384 1.976
O 5.703 -3.080 2.860
H -0.244 -6.816 -0.170
H 0.159 -5.962 1.081
O 0.245 -6.822 0.652
H -5.264 -1.335 -1.683
H -3.979 -1.091 -1.008
O -4.891 -0.764 -0.998
H 1.245 5.342 -4.338
H 0.282 4.107 -4.257
O 0.401 5.026 -4.493
H 3.332 -4.296 1.036
H 4.051 -3.331 2.033
O 3.210 -3.514 1.603
H -2.296 3.172 -0.332
H -1.741 4.061 -1.593
O -1.667 3.289 -1.040
H 1.619 -1.152 -6.034
H 1.667 -0.160 -4.861
O 1.458 -0.235 -5.802
H 2.289 1.219 -1.973
H 1.735 2.325 -0.890
O 1.661 1.474 -1.307
H -0.019 -4.668 4.174
H 0.167 -3.184 4.158
O -0.439 -3.857 4.483
H 0.961 3.894 3.322
O 0.348 4.143 4.010
H -1.440 -2.183 -2.986
H -1.168 -3.799 -2.931
O -1.536 -3.020 -2.552
H -2.179 -0.130 -5.319
H -1.409 0.764 -0.155
H -1.536 6.681 0.401
H -5.071 -0.725 -3.935
H 3.323 -2.103 -0.259
H -0.214 4.887 3.815
O -6.707 -1.848 0.541
H -6.563 -0.984 0.920
H -6.011 -2.437 0.827
O 2.424 1.655 2.888
H 1.562 1.258 2.790
H 2.653 1.978 3.754
O 1.252 2.336 -6.043
H 0.791 1.507 -5.883
H 0.673 2.915 -5.538
O -3.952 -1.851 2.865
H -4.753 -2.352 2.682
H -3.624 -2.385 3.606
O -3.935 3.799 2.188
H -4.405 3.947 1.359
H -4.556 3.199 2.596
O -2.958 0.751 3.724
H -3.235 1.114 2.867
H -3.122 -0.159 3.436
O 4.954 0.678 -1.327
H 4.204 0.390 -1.836
H 5.100 0.305 -0.458
```

Values from the calculation:
Total charge: 0
Molecular weight: 720.6 g/mol
Frontier orbital gap: 9.41 eV
DFT total energy: -3057.37605 Ha

---

Computed, not measured: 40 unconnected molecules or ions with the total composition H80O40 in a non-equilibrium geometry, with the ωB97M-V functional and the def2-TZVPD basis.

The geometry in XYZ format:
```
120
H80O40, DFT the ωB97M-V functional and the def2-TZVPD basis
H 1.090 1.052 -4.351
H 1.305 1.763 -5.546
O 1.444 0.814 -5.248
H 0.693 -3.751 1.108
H -0.328 -3.009 1.797
O 0.419 -2.898 1.584
H 1.490 -5.216 -1.796
H 0.481 -4.154 -1.737
O 0.824 -4.817 -1.081
H -3.285 1.565 -4.766
H -4.258 0.534 -5.485
O -3.191 0.751 -5.349
H 5.997 -0.639 2.896
H 4.567 -0.438 3.758
O 5.282 0.029 3.310
H 0.806 1.345 2.240
O 0.948 2.423 2.076
H -0.020 -0.767 1.869
O -0.284 0.128 2.172
H -0.846 1.476 -3.328
H -1.843 1.060 -2.251
O -1.809 1.621 -3.037
H 2.842 -3.657 2.875
H 1.434 -2.991 3.166
O 2.310 -3.138 3.525
H -3.045 0.809 -0.530
H -2.527 1.316 0.742
O -3.286 0.782 0.303
H -4.616 0.478 -2.108
H -6.198 0.695 -1.905
O -5.421 0.106 -2.145
H -0.343 4.332 -2.420
O -0.487 3.557 -1.798
H 4.313 -0.423 -4.987
H 2.964 -0.639 -4.544
O 3.685 -1.207 -4.928
H -0.116 0.808 6.365
H 0.744 1.868 6.475
O 0.671 1.152 6.124
H 1.416 2.231 4.843
H 1.774 2.992 3.618
O 1.988 2.832 4.467
H 0.340 3.930 1.118
H -0.387 4.485 0.047
O -0.433 4.504 0.996
H 0.407 6.200 2.261
H 0.412 5.022 3.221
O 0.160 5.920 3.089
H -2.487 -1.050 2.375
H -2.492 -2.552 2.352
O -2.035 -1.703 2.694
H -1.159 -3.416 -3.373
O -1.694 -4.179 -3.226
H 0.186 -1.619 -0.994
H -0.063 -1.902 0.378
O -0.580 -1.748 -0.452
H 2.676 -1.678 4.622
O 2.066 -1.187 5.209
H 5.659 1.797 2.001
H 5.125 0.878 0.912
O 5.007 1.826 1.211
H 2.698 -0.142 1.480
H 2.365 -1.337 2.392
O 2.369 -0.905 1.473
H 1.587 -5.021 1.892
H 1.973 -5.580 0.578
O 2.200 -4.953 1.168
H -3.738 3.028 -1.405
H -4.541 3.475 -0.571
O -4.663 2.845 -1.344
H 2.966 -2.812 -1.737
H 2.408 -1.364 -2.043
O 2.429 -2.186 -2.357
H 0.374 -1.146 -4.152
H 0.195 -0.230 -2.837
O -0.410 -0.748 -3.443
H 0.717 1.894 -1.076
H 0.844 0.490 -0.629
O 0.648 1.072 -1.451
H 5.900 1.495 -0.878
H 5.073 1.082 -2.171
O 5.873 1.416 -1.843
H -4.064 -2.645 0.057
H -2.472 -2.504 0.016
O -3.195 -2.643 0.737
H 2.673 -3.338 -0.666
H 3.312 -3.225 0.739
O 2.721 -2.678 0.109
H 3.195 2.088 -1.661
O 2.791 1.808 -2.581
H -4.637 -0.746 1.352
H -5.577 0.290 1.160
O -5.290 -0.351 1.875
H -2.032 -3.911 -2.359
H 1.922 2.353 2.104
H 1.433 -1.860 5.592
H -0.755 -0.083 3.005
H -1.445 3.290 -1.855
H 2.004 1.327 -2.262
O -1.416 -0.318 5.458
H -1.875 -0.619 4.678
H -1.104 -1.203 5.612
O -4.460 -2.423 -3.131
H -4.962 -3.225 -3.327
H -3.534 -2.481 -3.500
O -3.952 3.045 -4.151
H -4.659 3.223 -3.520
H -3.062 3.003 -3.717
O -3.639 4.973 0.498
H -2.898 5.624 0.591
H -3.635 4.939 1.464
O -5.094 -2.921 -0.752
H -5.360 -3.872 -0.822
H -4.885 -2.347 -1.487
O 4.038 -4.827 -2.004
H 3.286 -4.464 -1.629
H 4.022 -4.710 -2.916
O 3.186 4.672 2.073
H 2.213 4.619 2.083
H 3.596 4.349 2.840
```

Values from the calculation:
Total charge: 0
Molecular weight: 720.6 g/mol
Frontier orbital gap: 9.28 eV
DFT total energy: -3057.06027 Ha